ORCA calculation (wB97M-V/def2-TZVPD) on C36H34CrIN7O9P2 as an isolated structure.

Values from the calculation:
Max |F| ... 0.027 Eh/bohr
LUMO level (alpha / beta) ... -3.22 / -3.41 eV
Energy relative to the best compared isomer or geometry (same formula, charge and spin) ... 1.6 kcal per mole
E_HOMO (alpha / beta) ... -0.3726 / -0.3726 Ha
HOMO-LUMO gap (alpha / beta) ... 0.2543 / 0.2472 Ha

```
! wB97M-V def2-TZVPD RIJCOSX def2/J DEFGRID3
* xyz 1 4
Cr -0.26 0.55 -1.90
C 2.59 3.68 -1.74
C 1.28 4.36 -1.42
N 1.37 5.58 -0.93
C 0.26 6.23 -0.58
C -0.99 5.66 -0.65
C -2.18 6.46 -0.17
O -2.78 5.91 1.00
C -1.11 4.36 -1.18
C -2.45 3.77 -1.19
N -2.78 2.67 -1.75
C -4.14 2.31 -1.64
C -5.20 3.22 -1.72
C -6.51 2.80 -1.60
C -6.80 1.45 -1.40
C -5.77 0.53 -1.34
C -4.47 0.98 -1.48
I -2.93 -0.43 -1.53
C 0.04 3.71 -1.64
O 0.01 2.53 -2.26
H 3.32 3.99 -0.99
H 2.99 4.04 -2.69
H 2.51 2.60 -1.75
H 0.39 7.24 -0.20
H -2.97 6.48 -0.92
H -1.87 7.49 0.00
H -2.19 6.07 1.75
H -3.20 4.33 -0.62
H -4.98 4.26 -1.92
H -7.31 3.52 -1.67
H -7.82 1.12 -1.31
H -5.97 -0.52 -1.21
C 2.27 -6.97 9.20
O 2.22 -7.41 7.85
C 1.95 -6.49 6.90
C 1.93 -6.97 5.58
C 1.65 -6.11 4.54
C 1.39 -4.76 4.78
C 1.41 -4.30 6.09
C 1.69 -5.15 7.15
C 1.10 -3.88 3.65
N 0.96 -4.26 2.40
C 0.70 -3.12 1.70
C 0.69 -2.02 2.53
N 0.95 -2.53 3.78
C 0.43 -0.69 2.08
C 0.39 0.47 2.86
C 0.12 1.68 2.26
C -0.08 1.73 0.88
N -0.04 0.65 0.13
C 0.21 -0.56 0.70
C 0.20 -1.70 -0.17
N -0.08 -1.45 -1.48
C -0.11 -2.46 -2.34
C 0.14 -3.78 -1.93
C 0.42 -4.04 -0.62
C 0.45 -2.98 0.30
H 2.52 -7.85 9.79
H 1.30 -6.58 9.52
H 3.04 -6.21 9.34
H 2.13 -8.02 5.41
H 1.64 -6.48 3.52
H 1.20 -3.26 6.31
H 1.69 -4.76 8.15
H 1.03 -2.01 4.64
H 0.55 0.42 3.93
H 0.08 2.59 2.84
H -0.27 2.67 0.38
H -0.32 -2.22 -3.37
H 0.11 -4.56 -2.67
H 0.61 -5.05 -0.27
N 1.65 2.24 -4.48
C 1.79 0.76 -4.76
C 2.69 0.55 -5.97
P 0.04 0.31 -5.13
O 0.08 -1.17 -5.73
O -0.43 1.32 -6.09
O -0.62 0.17 -3.76
P 2.44 -0.09 -3.27
O 3.92 0.53 -3.19
O 2.41 -1.55 -3.45
O 1.69 0.55 -2.08
H 1.09 2.64 -5.24
H 2.56 2.69 -4.41
H 1.12 2.40 -3.58
H 2.25 1.00 -6.86
H 2.81 -0.52 -6.15
H 3.68 0.97 -5.81
H -0.09 -1.17 -6.67
H 4.58 -0.16 -3.09
*
```

Here are the Löwdin charges for atoms 1 to 4, given in e: atom 1 (Cr): 0.718, atom 2 (C): -0.014, atom 3 (C): -0.248, atom 4 (N): 0.122

ORCA calculation (wB97M-V/def2-TZVPD) on C36H34F12Ge2NO3Pd as an isolated structure.

Values from the calculation:
Max |F| ... 0.055 Eh/bohr
LUMO level (alpha / beta) ... 4.29 / 4.37 eV
E_HOMO (alpha / beta) ... -0.0491 / -0.0515 Ha
HOMO-LUMO gap (alpha / beta) ... 0.2069 / 0.2119 Ha

```
! wB97M-V def2-TZVPD RIJCOSX def2/J DEFGRID3
* xyz -2 2
Pd 0.23 0.48 0.02
C -3.22 6.09 3.13
C -2.75 5.00 2.22
C -3.61 4.40 1.29
C -3.17 3.37 0.50
C -1.84 2.88 0.55
N -1.49 1.79 -0.14
C -2.09 1.43 -1.30
C -2.27 2.40 -2.32
C -2.83 2.08 -3.53
C -3.25 0.78 -3.81
C -3.86 0.41 -5.13
C -3.07 -0.18 -2.82
C -2.53 0.11 -1.58
C -2.38 -1.00 -0.53
O -1.64 -0.73 0.54
C -1.76 -2.24 -1.26
F -0.85 -1.85 -2.17
F -1.12 -3.06 -0.42
F -2.64 -3.03 -1.92
C -3.80 -1.40 -0.03
F -4.76 -1.49 -0.99
F -3.82 -2.60 0.57
F -4.26 -0.51 0.84
C -0.96 3.55 1.45
C -1.44 4.55 2.27
C 0.54 3.24 1.43
O 1.02 2.64 0.35
C 1.34 4.58 1.58
F 0.84 5.56 0.82
F 2.61 4.44 1.19
F 1.43 5.11 2.83
C 0.89 2.38 2.70
F 2.21 2.32 2.95
F 0.33 2.77 3.86
F 0.49 1.10 2.51
H -4.10 6.58 2.73
H -2.44 6.84 3.28
H -3.48 5.69 4.12
H -4.64 4.73 1.21
H -3.84 2.88 -0.19
H -1.94 3.40 -2.11
H -2.97 2.85 -4.28
H -4.12 1.30 -5.70
H -4.76 -0.19 -4.99
H -3.16 -0.18 -5.73
H -3.39 -1.19 -3.05
H -0.78 5.02 2.99
C 3.38 1.17 -0.52
O 2.37 0.38 -1.07
H 4.36 0.69 -0.66
H 3.23 1.34 0.55
H 3.36 2.14 -1.02
C 0.50 -1.59 4.17
Ge -0.36 -2.21 2.36
C -2.07 -3.09 3.09
C 0.67 -3.99 2.03
Ge 1.83 -1.32 -0.29
C 3.74 -1.92 0.26
C 4.71 -2.05 -0.72
C 6.00 -2.44 -0.41
C 6.34 -2.72 0.91
C 5.38 -2.59 1.90
C 4.10 -2.19 1.57
C 1.94 -2.26 -2.08
C 1.78 -1.55 -3.26
C 1.74 -2.18 -4.48
C 1.85 -3.57 -4.54
C 2.01 -4.29 -3.37
C 2.06 -3.64 -2.15
H 0.16 -2.25 4.96
H 0.21 -0.57 4.41
H 1.58 -1.64 4.10
H -1.82 -3.69 3.96
H -2.51 -3.74 2.34
H -2.81 -2.34 3.37
H 0.90 -4.45 2.98
H 1.59 -3.82 1.48
H 0.04 -4.65 1.46
H 4.45 -1.83 -1.74
H 6.75 -2.52 -1.19
H 7.35 -3.04 1.14
H 5.64 -2.82 2.92
H 3.34 -2.09 2.35
H 1.65 -0.48 -3.17
H 1.60 -1.61 -5.39
H 1.80 -4.08 -5.50
H 2.08 -5.38 -3.41
H 2.18 -4.22 -1.24
*
```

Here are the Löwdin charges for atoms 1 to 4, given in e: atom 1 (Pd): 0.793, atom 2 (C): -0.082, atom 3 (C): -0.302, atom 4 (C): -0.075

ORCA calculation (wB97M-V/def2-TZVPD) on C36H34FN6O5PtS2 as an isolated structure.

Values from the calculation:
Max |F| ... 0.011 Eh/bohr
LUMO level ... -3.39 eV
Energy relative to the best compared isomer or geometry (same formula, charge and spin) ... 13.7 kcal per mole
E_HOMO ... -0.3134 Ha
HOMO-LUMO gap ... 0.1890 Ha

```
! wB97M-V def2-TZVPD RIJCOSX def2/J DEFGRID3
* xyz 1 1
Pt -2.28 0.67 -1.54
C 1.30 4.15 4.24
C 0.71 2.76 4.42
N 0.40 2.12 3.14
C -0.84 2.27 2.63
C -1.29 1.76 1.45
C -2.72 2.10 1.07
O -3.42 2.61 1.94
O -3.09 1.91 -0.14
C -0.40 0.95 0.70
O -0.66 0.31 -0.33
C 0.95 0.81 1.22
C 1.88 0.06 0.49
C 3.16 -0.08 0.94
F 4.00 -0.85 0.23
C 3.59 0.54 2.12
C 2.67 1.28 2.84
C 1.34 1.40 2.42
N 4.94 0.49 2.60
C 6.02 0.06 1.72
C 7.35 0.33 2.44
N 7.11 1.39 3.47
C 6.26 0.84 4.59
C 5.15 -0.01 3.95
H 1.51 4.60 5.21
H 0.61 4.79 3.70
H 2.23 4.12 3.67
H -0.22 2.81 4.99
H 1.38 2.11 4.98
H -1.54 2.84 3.23
H 1.56 -0.43 -0.43
H 3.01 1.81 3.72
H 5.97 0.64 0.79
H 5.98 -1.00 1.46
H 8.13 0.67 1.76
H 7.72 -0.54 2.98
H 6.57 2.13 3.02
H 7.98 1.79 3.82
H 5.87 1.69 5.14
H 6.91 0.26 5.24
H 4.25 0.08 4.54
H 5.43 -1.07 3.94
O -0.36 -2.00 -1.74
S -0.75 -1.78 -3.11
O 0.29 -1.72 -4.10
N -1.65 -0.43 -3.14
C -2.20 0.05 -4.33
C -1.81 -0.21 -5.63
C -2.56 0.29 -6.72
C -3.69 1.04 -6.54
C -4.10 1.36 -5.23
C -5.24 2.14 -4.92
C -5.56 2.41 -3.62
C -4.74 1.92 -2.60
N -3.68 1.19 -2.86
C -3.34 0.87 -4.15
C -1.81 -3.13 -3.57
C -2.38 -3.93 -2.59
C -3.21 -4.98 -2.96
C -3.47 -5.22 -4.30
C -2.89 -4.43 -5.28
C -2.04 -3.39 -4.92
H -0.92 -0.78 -5.83
H -2.23 0.05 -7.72
H -4.26 1.41 -7.38
H -5.84 2.52 -5.74
H -6.42 3.01 -3.36
H -4.92 2.12 -1.55
H -2.18 -3.73 -1.55
H -3.66 -5.59 -2.19
H -4.12 -6.04 -4.58
H -3.07 -4.63 -6.32
H -1.56 -2.80 -5.68
S -3.71 -1.69 -0.17
C -2.68 -1.71 1.13
N -1.37 -2.11 0.97
C -0.45 -2.14 1.96
C -0.77 -1.79 3.23
C -2.10 -1.36 3.47
C -3.02 -1.33 2.47
H -1.07 -2.24 0.01
H 0.54 -2.47 1.66
H -0.04 -1.84 4.02
H -2.39 -1.07 4.47
H -4.04 -1.01 2.64
*
```

Here are the Löwdin charges for atoms 1 to 4, given in e: atom 1 (Pt): 1.152, atom 2 (C): -0.057, atom 3 (C): -0.185, atom 4 (N): -0.020

ORCA calculation (wB97M-V/def2-TZVPD) on C36H34GaN4OP2S2 as an isolated structure.

Values from the calculation:
Max |F| ... 0.016 Eh/bohr
LUMO level ... -2.92 eV
Energy relative to the best compared isomer or geometry (same formula, charge and spin) ... 0.0 kcal per mole
E_HOMO ... -0.3776 Ha
HOMO-LUMO gap ... 0.2704 Ha

```
! wB97M-V def2-TZVPD RIJCOSX def2/J DEFGRID3
* xyz 1 1
Ga 0.29 0.08 0.10
S -0.76 -0.72 -1.86
P -0.14 -2.44 -0.91
C 0.57 -1.95 0.55
P -0.32 -1.76 1.99
S -1.07 0.17 1.97
C 0.82 -1.84 3.40
C 0.55 -1.16 4.58
C 1.42 -1.24 5.66
C 2.58 -2.00 5.56
C 2.86 -2.69 4.38
C 1.99 -2.61 3.30
C -1.67 -2.90 2.37
C -2.89 -2.76 1.71
C -3.90 -3.69 1.93
C -3.70 -4.75 2.81
C -2.49 -4.88 3.47
C -1.47 -3.96 3.25
C -1.45 -3.66 -0.90
C -1.23 -4.85 -0.20
C -2.22 -5.81 -0.14
C -3.44 -5.59 -0.77
C -3.67 -4.41 -1.47
C -2.67 -3.44 -1.53
C 1.16 -3.15 -1.97
C 0.84 -3.53 -3.28
C 1.82 -4.06 -4.10
C 3.12 -4.21 -3.63
C 3.44 -3.84 -2.33
C 2.46 -3.31 -1.50
H -0.35 -0.56 4.66
H 1.20 -0.71 6.58
H 3.26 -2.06 6.40
H 3.76 -3.28 4.30
H 2.21 -3.11 2.37
H -3.05 -1.94 1.03
H -4.85 -3.58 1.42
H -4.50 -5.46 2.99
H -2.34 -5.71 4.16
H -0.52 -4.08 3.77
H -0.28 -5.02 0.30
H -2.06 -6.73 0.41
H -4.22 -6.34 -0.72
H -4.62 -4.24 -1.96
H -2.85 -2.51 -2.05
H -0.17 -3.42 -3.65
H 1.57 -4.36 -5.12
H 3.88 -4.64 -4.28
H 4.45 -3.99 -1.96
H 2.68 -3.03 -0.47
N -1.62 6.62 -2.23
C -0.62 6.25 -1.40
O 0.15 7.04 -0.89
C -0.45 4.77 -1.11
C -1.17 3.75 -1.72
C -0.91 2.44 -1.38
N 0.01 2.11 -0.47
C 0.70 3.10 0.14
C 0.49 4.42 -0.16
H -1.73 7.60 -2.43
H -2.26 5.98 -2.65
H -1.93 3.94 -2.47
H -1.46 1.63 -1.83
H 1.42 2.80 0.88
H 1.06 5.21 0.33
C 5.44 -0.48 -1.14
C 4.36 -0.01 -0.22
C 4.40 0.41 1.09
C 3.07 0.72 1.44
N 2.27 0.51 0.40
N 3.08 0.07 -0.61
C 2.53 1.19 2.75
H 6.39 -0.53 -0.61
H 5.56 0.21 -1.98
H 5.21 -1.46 -1.55
H 5.26 0.48 1.73
H 2.69 -0.22 -1.49
H 2.83 0.50 3.54
H 1.44 1.23 2.75
H 2.93 2.18 3.00
*
```

Here are the Löwdin charges for atoms 1 to 4, given in e: atom 1 (Ga): -0.097, atom 2 (S): 0.482, atom 3 (P): 0.510, atom 4 (C): -0.561

ORCA calculation (wB97M-V/def2-TZVPD) on C36H34IN4O2ReS2 as an isolated structure.

Values from the calculation:
Max |F| ... 0.008 Eh/bohr
LUMO level (alpha / beta) ... -3.32 / -3.42 eV
Energy relative to the best compared isomer or geometry (same formula, charge and spin) ... 0.0 kcal per mole
E_HOMO (alpha / beta) ... -0.3753 / -0.3600 Ha
HOMO-LUMO gap (alpha / beta) ... 0.2532 / 0.2342 Ha

```
! wB97M-V def2-TZVPD RIJCOSX def2/J DEFGRID3
* xyz 1 4
Re 1.61 0.08 -1.11
C 4.14 2.77 -2.01
C 4.51 1.33 -2.05
N 3.69 0.31 -1.92
C 4.34 -0.91 -2.05
C 5.68 -0.81 -2.24
S 6.13 0.83 -2.29
C 3.49 -2.09 -2.06
C 3.81 -3.38 -2.31
S 2.39 -4.34 -2.35
C 1.42 -2.98 -2.01
N 2.12 -1.87 -1.87
C -0.05 -3.09 -1.86
H 3.14 2.90 -2.42
H 4.85 3.36 -2.58
H 4.10 3.14 -0.98
H 6.39 -1.61 -2.37
H 4.78 -3.80 -2.51
H -0.43 -3.96 -2.40
H -0.54 -2.19 -2.23
H -0.31 -3.19 -0.80
I -0.21 -0.03 6.14
C 0.56 0.83 4.40
C 1.35 0.07 3.56
C 1.82 0.62 2.38
C 1.53 1.94 2.06
C 0.79 2.71 2.94
C 0.28 2.16 4.10
C 1.99 2.58 0.78
O 2.39 3.72 0.74
O 1.86 1.87 -0.33
H 1.58 -0.96 3.82
H 2.44 0.02 1.73
H 0.60 3.75 2.70
H -0.32 2.76 4.77
C 0.17 -0.51 0.00
C -0.70 -0.94 0.81
C -1.60 -1.39 1.70
C -1.33 -2.59 2.50
C -2.36 -3.20 3.23
C -2.10 -4.34 3.98
C -0.82 -4.87 4.02
C 0.21 -4.27 3.30
C -0.05 -3.14 2.54
C -2.83 -0.59 1.87
C -3.62 -0.25 0.77
C -4.73 0.55 0.92
C -5.07 1.04 2.17
C -4.29 0.71 3.28
C -3.18 -0.10 3.13
H -3.36 -2.80 3.19
H -2.90 -4.80 4.54
H -0.62 -5.75 4.62
H 1.21 -4.68 3.34
H 0.75 -2.66 1.99
H -3.36 -0.65 -0.21
H -5.35 0.79 0.06
H -5.94 1.68 2.29
H -4.55 1.10 4.26
H -2.57 -0.35 3.99
C 0.28 1.93 -3.68
C -0.87 2.76 -4.32
N -2.10 2.61 -3.54
C -1.88 3.13 -2.19
C -0.68 2.42 -1.53
N -0.18 1.32 -2.42
C -1.31 0.42 -2.72
C -2.44 1.20 -3.45
H 1.15 2.55 -3.46
H 0.60 1.13 -4.34
H -1.06 2.43 -5.34
H -0.62 3.82 -4.36
H -2.80 2.98 -1.62
H -1.71 4.20 -2.26
H -0.94 1.97 -0.57
H 0.14 3.11 -1.37
H -1.65 -0.02 -1.78
H -0.93 -0.39 -3.36
H -3.38 1.10 -2.91
H -2.60 0.81 -4.46
*
```

Here are the Löwdin charges for atoms 1 to 4, given in e: atom 1 (Re): 1.524, atom 2 (C): -0.053, atom 3 (C): -0.586, atom 4 (N): -0.073

Question: Which of these has the highest max |F|?
Answer: C36H34F12Ge2NO3Pd